C34H34N3O5P2Pt as an isolated structure at a distorted geometry, computed with ωB97M-V/def2-TZVPD.

The geometry in XYZ format:
```
79
Properties=species:S:1:pos:R:3
Pt 0.223 -0.285 -0.094
C -2.045 -0.105 3.011
C -0.560 -0.066 3.105
N 0.274 -0.039 2.090
C 1.550 -0.028 2.599
C 1.486 -0.041 3.964
N 0.146 -0.065 4.252
C 2.451 -0.053 5.103
O 3.720 -0.057 4.821
O 1.997 -0.060 6.232
C 2.684 0.021 1.635
O 3.850 0.017 2.095
O 2.380 0.083 0.409
H -2.311 -0.119 1.958
H -2.498 0.775 3.474
H -2.450 -1.001 3.488
H -0.196 -0.077 5.199
H 3.887 -0.053 3.786
C -3.881 0.016 -1.768
N -2.659 0.028 -0.964
P -1.809 -1.460 -0.567
C -3.210 -2.435 0.145
C -3.194 -3.824 0.062
C -4.189 -4.586 0.670
C -5.195 -3.974 1.405
C -5.195 -2.592 1.541
C -4.200 -1.838 0.926
C -1.250 -2.401 -1.876
C 0.261 -2.242 -2.079
C 0.749 -3.086 -3.260
C -0.091 -3.753 -4.063
C -1.539 -3.761 -3.882
C -2.053 -3.104 -2.805
P -1.839 1.427 -0.455
C -3.289 2.527 -0.049
C -3.384 3.871 -0.414
C -4.419 4.678 0.061
C -5.371 4.168 0.928
C -5.276 2.839 1.328
C -4.243 2.043 0.852
C -1.150 2.432 -1.846
C 0.135 2.936 -1.648
C 0.728 3.786 -2.581
C 0.042 4.135 -3.733
C -1.240 3.636 -3.947
C -1.833 2.806 -3.006
H -3.877 -0.860 -2.419
H -3.933 0.895 -2.403
H -4.787 -0.008 -1.159
H -2.400 -4.301 -0.499
H -4.170 -5.666 0.574
H -5.971 -4.569 1.874
H -5.966 -2.101 2.126
H -4.204 -0.765 1.036
H 0.798 -2.566 -1.166
H 1.823 -3.147 -3.429
H 0.330 -4.325 -4.887
H -2.189 -4.299 -4.564
H -3.134 -3.146 -2.654
H -2.648 4.302 -1.081
H -4.474 5.714 -0.255
H -6.172 4.797 1.299
H -6.002 2.425 2.018
H -4.176 1.017 1.183
H 0.687 2.638 -0.764
H 1.727 4.168 -2.405
H 0.500 4.790 -4.464
H -1.780 3.896 -4.851
H -2.838 2.443 -3.190
C -0.160 -0.073 -4.294
O -0.361 -0.034 -2.889
C 0.558 -0.745 -2.069
C 1.985 -0.411 -2.445
H 0.308 -0.999 -4.622
H 0.446 0.779 -4.625
H -1.142 -0.009 -4.762
H 2.200 -0.763 -3.459
H 2.682 -0.884 -1.755
H 2.165 0.670 -2.407
```

The value obtained for the gap between HOMO and LUMO is 5.33 eV. Its relative energy (zero: lowest compared OMol25 entry of this formula, charge and spin) is 1.945 eV. Its total charge is -1.

Löwdin population analysis, charges in e, atoms 1 to 4: 0.8645 0.0016 -0.3295 0.0145